Formula: C4H7N3
Source: the Open Molecules 2025 dataset
Level of theory: ωB97M-V/def2-TZVPD

Bonds (Å) are listed after each position.
Atoms and positions in Å:
1 N -2.567 -0.400 -0.424  C2 1.267, H8 1.010
2 C -1.327 -0.144 -0.480  N1 1.267, C3 1.467, N7 1.384
3 C -0.144 -1.005 -0.377  C2 1.467, C4 1.341, H10 1.083
4 C 0.847 -0.240 0.106  C3 1.341, N5 1.373, C6 1.508
5 N 2.103 -0.589 0.535  C4 1.373, H11 1.010, H12 1.010
6 C 0.324 1.160 0.307  C4 1.508, N7 1.437, H9 1.121, H13 1.096
7 N -0.917 1.176 -0.417  C2 1.384, C6 1.437, H14 1.016
8 H -2.655 -1.406 -0.424  N1 1.010
9 H 0.016 1.226 1.382  C6 1.121
10 H -0.147 -2.077 -0.529  C3 1.083
11 H 2.814 0.122 0.446  N5 1.010
12 H 2.417 -1.498 0.227  N5 1.010
13 H 0.999 1.951 -0.040  C6 1.096
14 H -1.641 1.792 -0.057  N7 1.016

## Properties
E = -320.87286 hartree
relative energy (zero: lowest compared OMol25 entry of this formula, charge and spin) = 27.42 kJ/mol
E_HOMO = -8.36 eV
net charge = 0
SMILES string = [H]/N=C1\C=C(N)CN1
orbital gap = 9.16 eV
maximum force = 0.023 hartree/bohr

Here are the natural (NBO) charges for atoms 1 to 8, given in e: -0.720, 0.417, -0.396, 0.237, -0.791, -0.263, -0.602, 0.327